Below is a single C4H11NO2 molecule in a non-equilibrium geometry, with properties calculated with ωB97M-V with the def2-TZVPD basis set.

Structure (ORCA input):
```
! RIJCOSX wB97M-V def2-TZVPD def2/J DEFGRID3
* xyz 0 1
C 1.2039 -0.3070 1.3214
O 2.4972 -1.0129 1.4333
C 0.3106 -0.5472 0.1172
C -1.1295 -0.1837 0.3937
C -1.7658 0.8850 -0.3627
O -1.8249 0.9989 -1.8129
N 0.7720 0.1804 -1.0033
H 1.4337 0.8064 1.3449
H 0.6612 -0.5477 2.3176
H 2.5421 -1.8030 0.8805
H 0.4646 -1.6058 -0.0666
H -1.9527 -0.9725 0.3366
H -1.0920 -0.0161 1.4896
H -2.8791 0.9046 -0.0704
H -1.2307 1.8379 -0.0815
H -2.1036 0.0952 -2.1093
H 0.2031 0.1454 -1.8496
H 1.4553 0.9224 -0.9495
*
```

* DFT total energy: -9909.4254 eV
* LUMO energy: 0.75 eV
* max |F|: 0.0936 hartree/bohr
* E_HOMO: -8.68 eV
* structure (SMILES): N[C@@H](CO)CCO
* orbital gap: 0.3467 Eh
* ΔE to the lowest compared entry with this formula, charge and spin: 271.75 kJ/mol